No. 1
Molecular formula: C4H12N2O
Method: DFT, ωB97M-V with the def2-TZVPD basis set

Each line ends with the Mulliken charge.
Atoms and positions in Å:
O: -2.267170 1.736283 0.925638  -0.630
N: 0.725164 -2.117346 0.018550  -0.551
N: -0.927762 -1.130653 1.533970  -0.325
C: -0.003171 -2.041548 1.064725  0.049
C: 1.417791 1.471531 -1.348167  -1.343
C: 0.586274 0.405527 -0.632184  -0.247
C: 0.771258 -1.071228 -1.020174  -0.336
H: 1.895399 -1.247789 -1.172123  0.293
H: -2.468113 1.948417 1.842757  0.293
H: 2.481550 1.156175 -1.513322  0.312
H: 0.055776 -1.377035 -1.810248  0.281
H: -0.478916 0.525310 -0.823100  0.187
H: 0.306223 -2.973049 1.663355  0.278
H: 0.862326 0.593822 0.439030  0.297
H: -3.108422 1.820309 0.464269  0.308
H: -1.144902 -1.308820 2.495573  0.204
H: 1.406459 2.403706 -0.804425  0.353
H: 1.096771 1.481475 -2.395235  0.327
H: -1.206529 -0.275084 1.071111  0.250

Atoms 1-3, force components in eV/Å:
O -0.04 -0.08 0.05
N -1.37 0.87 0.29
N 0.56 -1.17 0.09

Properties
Total charge = 0
Frontier orbital gap = 9.02 eV
E_HOMO = -8.59 eV
Electronic energy = -9368.944 eV
E_LUMO = 0.43 eV

=====

No. 2
Molecular formula: C4H12N2O
Method: DFT, ωB97M-V with the def2-TZVPD basis set

Each line ends with the Mulliken charge.
Atoms and positions in Å:
O: 2.039297 0.827168 0.403277  -0.393
N: -0.179645 -1.302150 -0.110429  -0.537
N: -2.884496 -0.006248 0.248256  -0.618
C: 2.735595 -0.357968 0.116248  -0.652
C: -0.319653 0.068529 0.318679  0.275
C: 0.756591 0.956896 -0.280511  -0.704
C: -1.709111 0.743450 -0.131353  -0.827
H: -0.254185 0.098038 1.411760  0.234
H: -1.771556 1.722333 0.348007  0.386
H: 0.902392 0.714194 -1.342143  0.381
H: 2.190653 -1.243765 0.461547  0.295
H: 3.692671 -0.300602 0.635534  0.248
H: -1.746164 0.888036 -1.215190  0.367
H: 2.919395 -0.462387 -0.963787  0.255
H: -2.905545 -0.912001 -0.209222  0.248
H: -2.898840 -0.158029 1.251370  0.255
H: 0.507286 2.011559 -0.152637  0.314
H: -0.862902 -1.906654 0.331987  0.246
H: -0.211786 -1.380397 -1.121395  0.227

Atoms 1-3, force components in eV/Å:
O -1.01 0.50 -0.48
N 0.14 -0.22 0.11
N -0.27 -0.20 0.07

Properties
Total charge = 0
Frontier orbital gap = 9.64 eV
E_HOMO = -8.64 eV
Electronic energy = -9369.512 eV
E_LUMO = 1.00 eV